{"formula": "C83H70Br2NO3P3RbS2", "method": "ωB97M-V with the def2-TZVPD basis set", "relative_energy_kj_mol": 107.7, "orbital_gap_ha": 0.1463, "charge": -1, "e_tot_ha": -10477.91997, "species": ["Rb", "O", "S", "C", "C", "C", "C", "C", "C", "C", "C", "C", "C", "P", "C", "C", "C", "C", "C", "C", "C", "C", "C", "C", "C", "C", "C", "C", "C", "C", "C", "C", "C", "C", "C", "C", "C", "C", "P", "C", "C", "C", "C", "C", "C", "C", "C", "C", "C", "C", "C", "C", "C", "H", "H", "H", "H", "H", "H", "H", "H", "H", "H", "H", "H", "H", "H", "H", "H", "H", "H", "H", "H", "H", "H", "H", "H", "H", "H", "H", "H", "H", "H", "H", "H", "H", "H", "H", "H", "C", "C", "C", "C", "C", "C", "C", "P", "C", "C", "C", "C", "C", "C", "C", "C", "C", "C", "C", "C", "C", "C", "H", "H", "H", "H", "H", "H", "H", "H", "H", "H", "H", "H", "H", "H", "H", "H", "H", "H", "H", "H", "C", "C", "C", "C", "C", "C", "Br", "C", "C", "Br", "C", "O", "C", "N", "H", "H", "H", "H", "H", "H", "O", "S", "C", "C", "C", "C", "H", "H", "H", "H", "H", "H", "H", "H"], "coordinates": [[-0.541145, -0.644662, -0.621727], [0.871655, 1.599938, -2.994627], [0.664555, 2.175938, -1.652027], [-0.538745, 3.495138, -1.942127], [-0.670145, 3.921738, -3.246027], [-1.372845, 5.078938, -3.598827], [-1.876145, 5.858038, -2.587327], [-2.566645, 7.193738, -2.596027], [-2.734745, 7.569638, -1.103127], [-2.198645, 6.390138, -0.343827], [-2.063045, 6.145638, 1.000773], [-1.596345, 4.891438, 1.395773], [-1.184145, 3.902838, 0.506173], [-1.008445, 2.190938, 1.157073], [-2.714345, 2.205938, 1.867073], [-3.709445, 1.837238, 0.963273], [-5.045045, 1.943738, 1.302073], [-5.408145, 2.405538, 2.555873], [-4.427745, 2.752938, 3.468173], [-3.089545, 2.662938, 3.127173], [0.062655, 2.569338, 2.591373], [1.136955, 3.439838, 2.415273], [1.982755, 3.730038, 3.467273], [1.751955, 3.175538, 4.716173], [0.699955, 2.294238, 4.896073], [-0.119545, 1.967138, 3.831673], [-1.151245, 4.202738, -0.880127], [-1.738245, 5.428638, -1.256527], [2.110055, 3.290538, -1.500927], [1.981355, 4.633338, -1.223327], [3.063255, 5.527638, -1.238927], [4.300955, 5.044538, -1.558727], [5.636855, 5.721638, -1.690827], [6.628955, 4.582138, -2.022427], [5.774655, 3.348638, -2.134027], [6.076055, 2.051538, -2.450927], [5.050455, 1.099938, -2.394627], [3.739155, 1.384938, -2.045127], [2.572255, -0.038262, -1.800027], [3.716755, -0.989162, -0.692827], [3.505255, -0.767462, 0.663973], [4.254455, -1.424462, 1.620573], [5.227055, -2.329762, 1.231873], [5.454955, -2.555362, -0.114027], [4.707855, -1.889862, -1.069627], [2.872855, -0.937862, -3.358327], [2.815455, -2.329862, -3.338727], [3.087855, -3.062162, -4.477027], [3.372955, -2.409862, -5.665627], [3.341755, -1.026962, -5.712927], [3.098355, -0.289962, -4.566127], [3.386655, 2.736838, -1.785027], [4.443355, 3.671838, -1.826827], [-0.168845, 3.341038, -4.006827], [-1.457145, 5.362938, -4.637727], [-3.534945, 7.116038, -3.094227], [-1.980845, 7.937538, -3.139427], [-3.780745, 7.750438, -0.848627], [-2.176245, 8.475538, -0.857727], [-2.338545, 6.876838, 1.748073], [-1.562645, 4.672138, 2.452973], [-3.422045, 1.477138, -0.017627], [-5.812345, 1.677438, 0.592473], [-6.452945, 2.487838, 2.817873], [-4.700345, 3.110238, 4.451473], [-2.344345, 2.948438, 3.856173], [1.311555, 3.886438, 1.445173], [2.814755, 4.404138, 3.317273], [2.400855, 3.421038, 5.543273], [0.509055, 1.855838, 5.864673], [-0.897645, 1.230438, 3.967173], [1.008255, 5.043038, -1.004427], [2.889655, 6.572038, -1.025027], [5.902155, 6.229738, -0.762327], [5.615155, 6.480338, -2.476827], [7.364155, 4.458538, -1.223327], [7.179855, 4.782638, -2.943527], [7.077655, 1.744638, -2.718327], [5.306255, 0.076138, -2.623727], [2.729155, -0.066062, 0.957673], [4.072955, -1.253962, 2.670873], [5.795155, -2.865462, 1.978273], [6.212755, -3.262962, -0.424427], [4.887155, -2.099362, -2.115727], [2.558255, -2.830962, -2.418727], [3.090055, -4.142862, -4.434327], [3.621155, -2.980162, -6.548827], [3.524955, -0.520362, -6.649927], [3.076055, 0.790338, -4.605827], [-1.581245, -2.452662, 5.745473], [-0.247945, -1.818662, 5.466073], [0.549455, -1.477462, 6.556173], [1.769355, -0.843162, 6.413573], [2.201855, -0.498662, 5.143873], [1.427055, -0.835862, 4.054073], [0.219955, -1.527462, 4.177673], [-0.345545, -2.087762, 2.504773], [-2.153445, -2.460762, 2.697473], [-2.910145, -1.297262, 2.867073], [-4.290545, -1.314862, 2.907573], [-4.953145, -2.523362, 2.769073], [-4.220145, -3.677862, 2.567473], [-2.829245, -3.673662, 2.509273], [-2.125445, -4.972262, 2.258573], [0.630155, -3.628762, 2.547373], [0.728355, -4.402662, 3.697873], [1.508055, -5.540562, 3.759173], [2.285455, -5.894162, 2.648873], [2.249755, -5.139962, 1.517573], [1.410355, -3.983562, 1.385173], [1.379255, -3.334362, 0.183273], [-1.603245, -2.857762, 6.757673], [-1.805345, -3.245662, 5.036973], [-2.380245, -1.712562, 5.666373], [0.203455, -1.729862, 7.550573], [2.374655, -0.622962, 7.283673], [3.126955, 0.043438, 5.008573], [1.753055, -0.565662, 3.057073], [-2.393145, -0.347962, 2.969173], [-4.848245, -0.396662, 3.036173], [-6.033745, -2.567262, 2.805573], [-4.742645, -4.617762, 2.444173], [-2.828045, -5.709362, 1.874973], [-1.685845, -5.363262, 3.176273], [-1.322245, -4.838862, 1.538273], [0.162955, -4.123862, 4.575373], [1.510155, -6.150562, 4.651473], [2.909155, -6.777962, 2.697273], [2.844955, -5.415562, 0.655273], [0.764355, -2.468062, -0.008827], [2.027355, -3.672462, -0.607927], [-0.614645, -5.231262, -1.566327], [-2.021345, -4.822362, -1.289127], [-2.994745, -5.763362, -0.904227], [-4.273345, -5.344562, -0.668227], [-4.606845, -3.988462, -0.840627], [-5.905045, -3.467962, -0.718927], [-7.357445, -4.589662, -0.163627], [-6.186345, -2.161962, -1.033827], [-5.149045, -1.327162, -1.402627], [-5.561945, 0.452038, -1.955527], [-3.787045, -1.689562, -1.444527], [-2.868145, -0.867762, -1.697227], [-3.549645, -3.107262, -1.211127], [-2.304545, -3.546662, -1.413027], [-0.519545, -6.306262, -1.700327], [0.017655, -4.917262, -0.732527], [-0.251645, -4.702662, -2.444127], [-2.737245, -6.805262, -0.786327], [-5.043245, -6.042162, -0.364927], [-7.202545, -1.790962, -1.015627], [0.041855, -1.457862, -2.804127], [-1.219245, -1.720362, -3.507527], [-0.683645, -2.389362, -5.171227], [-0.658745, -1.234162, -6.152227], [-1.849445, -0.362062, -5.770827], [-1.692845, -0.118362, -4.286427], [-1.426445, -3.136562, -5.450327], [0.284655, -2.862262, -5.038427], [-0.712145, -1.578462, -7.188627], [0.262655, -0.661562, -6.026127], [-2.780845, -0.901462, -5.966827], [-1.876045, 0.575338, -6.331527], [-2.600545, 0.230138, -3.804827], [-0.862045, 0.549438, -4.068127]], "atomic_forces_ev_per_a": [[-0.347, 0.518, 1.960], [-0.077, -0.425, -1.140], [0.128, 1.473, 0.118], [-0.042, -0.196, -0.327], [0.261, -0.562, 0.357], [-0.359, 0.541, 0.243], [0.201, -0.208, -0.226], [-0.093, 0.121, -0.199], [-0.088, 0.217, 0.049], [0.097, -0.188, 0.268], [-0.182, 0.397, -0.456], [0.387, -0.494, -0.386], [-0.018, 0.431, 0.263], [-0.281, 0.266, 0.631], [0.010, -0.207, -0.013], [0.279, -0.039, 0.023], [-0.234, 0.113, 0.014], [-0.023, -0.003, -0.027], [-0.014, 0.070, 0.153], [0.099, -0.119, -0.012], [-0.037, -0.172, -0.076], [-0.038, -0.086, -0.064], [0.095, 0.083, 0.023], [-0.010, -0.006, 0.089], [0.011, 0.114, 0.162], [-0.006, 0.016, -0.199], [-0.268, 0.338, 0.236], [0.093, -0.200, 0.033], [-0.490, 0.179, 0.368], [-0.238, -0.327, -0.048], [0.489, 0.081, -0.022], [-0.330, 0.002, 0.074], [0.009, 0.216, 0.057], [0.216, 0.018, -0.011], [-0.090, -0.314, -0.085], [0.135, 0.427, 0.020], [-0.491, 0.030, 0.096], [0.208, -0.154, -0.216], [1.208, -0.511, 0.294], [-0.210, 0.050, 0.095], [-0.053, 0.099, -0.107], [0.112, 0.035, 0.137], [0.009, 0.001, 0.086], [0.091, -0.081, -0.034], [-0.057, 0.089, -0.060], [-0.299, 0.061, -0.075], [-0.141, 0.076, -0.032], [0.060, -0.086, 0.012], [0.008, -0.032, -0.100], [0.079, 0.019, -0.205], [-0.066, -0.012, 0.169], [0.447, -0.092, -0.073], [-0.096, -0.044, 0.028], [0.056, -0.065, -0.057], [-0.011, 0.034, -0.079], [0.013, 0.044, -0.026], [-0.047, -0.003, -0.014], [0.028, 0.063, 0.000], [-0.054, 0.015, 0.016], [-0.081, 0.049, 0.029], [-0.033, -0.038, 0.064], [-0.127, -0.143, -0.116], [0.019, -0.111, -0.137], [-0.087, -0.002, 0.047], [-0.033, 0.008, 0.084], [0.008, 0.051, -0.009], [0.031, 0.084, -0.024], [0.064, 0.030, -0.019], [0.063, 0.024, 0.105], [0.078, -0.111, 0.042], [-0.084, -0.038, 0.045], [-0.014, 0.027, 0.001], [0.002, 0.111, 0.037], [0.028, 0.045, -0.024], [0.000, -0.018, 0.028], [0.024, 0.018, -0.066], [0.016, -0.039, 0.034], [0.088, -0.014, -0.009], [-0.001, -0.067, 0.027], [-0.035, -0.054, 0.105], [-0.082, 0.002, 0.119], [0.031, -0.056, 0.059], [0.025, -0.040, -0.012], [0.044, -0.002, 0.017], [0.016, -0.083, 0.052], [-0.047, -0.064, 0.006], [-0.047, -0.039, -0.123], [0.026, 0.073, -0.079], [0.050, 0.065, -0.005], [-0.006, -0.046, -0.025], [-0.121, 0.150, -0.041], [0.013, 0.043, 0.151], [0.056, -0.030, -0.011], [0.116, -0.001, 0.063], [-0.026, 0.017, 0.002], [-0.012, 0.312, -0.113], [0.188, -0.816, 0.693], [0.088, 0.361, -0.345], [0.095, -0.045, -0.012], [-0.142, 0.074, 0.121], [-0.031, 0.005, 0.013], [-0.060, 0.014, 0.077], [0.055, 0.023, 0.022], [-0.024, -0.094, -0.001], [0.001, 0.342, -0.114], [0.084, -0.228, -0.152], [-0.268, -0.069, 0.678], [-0.016, 0.046, -0.271], [0.224, -0.369, 0.114], [-0.214, 0.268, -0.140], [-0.109, 0.452, -0.219], [0.016, -0.040, -0.001], [-0.087, -0.050, 0.053], [-0.064, -0.038, -0.064], [-0.059, -0.043, 0.063], [-0.009, 0.046, 0.032], [0.113, 0.016, -0.042], [0.098, -0.015, -0.046], [-0.003, 0.021, -0.026], [0.029, 0.057, 0.008], [-0.045, 0.002, -0.059], [-0.019, -0.080, -0.072], [-0.043, -0.012, 0.005], [0.129, -0.036, -0.013], [0.087, -0.150, -0.002], [-0.050, -0.012, 0.096], [0.067, 0.004, 0.108], [0.091, -0.062, -0.046], [0.089, -0.029, -0.033], [0.316, -0.456, 0.125], [0.076, -0.029, -0.178], [-0.016, -0.109, 0.117], [0.066, -0.061, -0.112], [-0.403, 0.091, 0.061], [0.145, -0.118, -0.023], [0.267, 0.246, -0.115], [-0.679, 0.222, 0.020], [0.106, 0.062, -0.023], [-0.153, -0.566, 0.148], [0.405, 0.413, -0.220], [-0.070, -0.010, -0.034], [-0.739, 0.091, 0.148], [-0.052, 0.370, 0.123], [-0.677, -0.191, 0.147], [0.642, -0.087, 0.234], [-0.022, -0.112, -0.085], [0.105, 0.016, -0.018], [0.111, 0.018, -0.124], [0.122, -0.088, -0.014], [0.017, -0.019, -0.014], [0.030, -0.022, 0.068], [1.583, -0.231, -0.215], [-1.168, -0.622, -2.759], [-0.151, 0.230, 0.280], [-0.104, 0.054, -0.222], [0.151, -0.044, -0.171], [-0.266, -0.243, 0.120], [-0.041, -0.071, -0.032], [0.063, -0.113, 0.170], [0.066, 0.017, 0.001], [0.052, -0.012, -0.021], [-0.031, 0.046, -0.056], [-0.042, 0.001, 0.014], [-0.023, 0.031, 0.167], [0.106, 0.025, 0.058]]}